No. 1
Density functional theory data (ωB97M-V/def2-TZVPD) for a cluster of 10 separate species, C4H29N2O9S in total in a non-equilibrium geometry.

```
! wB97M-V def2-TZVPD RIJCOSX def2/J DEFGRID3
* xyz 0 2
C -0.940 -0.036 0.628
N -0.265 -1.215 0.019
C 0.989 -1.477 0.715
C 2.327 -1.286 -0.048
S 3.571 -1.552 1.230
C -2.227 0.381 -0.087
N -2.224 1.528 -1.011
H -0.227 0.763 0.757
H -1.288 -0.345 1.618
H -0.171 -0.968 -0.962
H 1.091 -0.903 1.627
H 0.979 -2.522 1.046
H 2.462 -1.958 -0.897
H 2.288 -0.314 -0.547
H -2.761 -0.448 -0.560
H -2.939 0.712 0.678
H -1.716 1.258 -1.835
H -1.728 2.323 -0.614
H 0.641 0.479 -3.324
H -0.481 -0.575 -3.093
O 0.379 -0.246 -2.751
H 2.797 1.685 0.426
H 3.825 1.256 1.459
O 3.241 1.989 1.250
H -1.899 -3.790 -1.275
H -0.385 -3.900 -1.547
O -1.244 -3.965 -1.976
H -0.603 4.178 0.109
H -0.489 3.280 1.483
O -0.373 3.332 0.501
H 0.853 2.467 -0.291
H 1.113 1.254 -1.209
O 1.533 2.058 -0.877
H 1.758 -0.167 2.644
H 2.269 1.220 2.278
O 1.641 0.744 2.895
H 0.265 3.707 3.132
H 0.160 2.099 3.164
O -0.322 2.950 3.155
H -1.526 -2.523 0.196
H -2.750 -2.433 0.949
O -2.345 -3.067 0.340
H -1.297 -2.543 -3.386
H -2.193 -1.722 -2.565
O -1.789 -1.706 -3.444
*
```

Summary:
- Frontier orbital gap (spin up / spin down): 9.76 / 6.55 eV
- LUMO (spin up / spin down): 0.01084 / -0.10582 Ha

Results of the Löwdin charge analysis, in e, for atoms 1 through 2: C -0.1951; N -0.0745

***

No. 2
Density functional theory data (ωB97M-V/def2-TZVPD) for a cluster of 11 separate species, C4H29NO10 in total in a non-equilibrium geometry.

```
! wB97M-V def2-TZVPD RIJCOSX def2/J DEFGRID3
* xyz 0 1
C -1.523 1.165 -1.454
C -2.058 0.118 -2.543
C -1.107 -1.175 -2.327
N -0.402 -1.030 -1.045
C -0.524 0.349 -0.560
H -2.458 1.395 -0.865
H -1.220 2.178 -1.786
H -3.085 -0.195 -2.279
H -1.851 0.545 -3.503
H -1.774 -2.028 -2.470
H -0.227 -1.278 -3.129
H -0.507 -1.701 -0.260
H -0.799 0.621 0.396
H 0.480 0.703 -0.511
O -1.133 -2.830 2.607
H -1.893 -2.251 2.615
H -0.382 -2.376 3.003
O 2.795 1.960 1.416
H 2.299 1.486 2.174
H 2.870 1.232 0.771
O 1.425 0.961 -3.388
H 1.362 0.208 -3.829
H 0.559 1.417 -3.503
O -2.283 1.718 2.100
H -2.515 1.978 2.927
H -1.657 2.372 1.759
O 0.462 3.037 1.745
H 1.235 2.560 1.402
H 0.878 3.873 1.932
O 1.912 -2.155 -2.043
H 2.739 -1.879 -2.234
H 1.681 -1.759 -1.220
O -4.120 0.705 0.450
H -4.172 1.670 0.461
H -4.627 0.454 -0.339
O 0.838 0.406 2.394
H 0.136 0.848 2.876
H 0.467 -0.101 1.724
O 1.272 -3.529 1.185
H 0.582 -3.067 1.269
H 1.921 -3.034 0.957
O 3.364 -0.179 -0.127
H 4.024 -0.012 0.558
H 3.755 -0.143 -0.976
*
```

Summary:
- Frontier orbital gap: 8.60 eV
- LUMO: 0.00711 Ha
- SMILES: C1CCNC1.O.O.O.O.O.O.O.O.O.O

Results of the Löwdin charge analysis, in e, for atoms 1 through 2: C -0.1429; C -0.1257

***

No. 3
Density functional theory data (ωB97M-V/def2-TZVPD) for a cluster of 11 separate species, C4H29NO11S in total in a non-equilibrium geometry.

```
! wB97M-V def2-TZVPD RIJCOSX def2/J DEFGRID3
* xyz -2 1
C 1.478 1.356 1.701
N 0.382 2.283 1.614
C -0.952 1.840 1.161
C -2.012 2.503 1.989
S -3.568 1.519 2.204
C -1.117 1.900 -0.366
O -0.219 1.063 -1.072
H 2.168 1.738 2.473
H 2.029 1.316 0.736
H 1.098 0.358 2.044
H 0.582 3.139 1.071
H -1.012 0.757 1.268
H -2.226 3.509 1.625
H -1.633 2.555 3.002
H -1.124 2.916 -0.764
H -2.144 1.509 -0.650
H 3.639 0.301 1.033
H 3.242 -0.921 0.540
O 4.088 -0.546 0.868
H 0.109 -3.541 1.377
H 0.792 -2.209 0.340
O 0.879 -3.134 0.956
H 0.548 -3.865 -0.608
H 1.729 -3.746 -1.635
O 0.827 -4.070 -1.559
H -2.720 -0.507 3.241
H -1.653 -1.062 2.382
O -2.105 -1.282 3.209
H 1.716 -1.264 -0.951
H 0.093 0.145 -0.778
O 1.195 -1.012 -0.178
H -1.533 0.448 -2.105
H -1.831 -0.962 -2.741
O -2.222 -0.114 -2.498
H 3.343 -3.222 1.420
H 4.681 -2.417 1.698
O 4.284 -3.320 1.623
H 1.370 3.271 -1.813
H 1.039 1.808 -2.090
O 1.569 2.567 -2.438
H -1.285 1.628 -4.456
H -0.510 2.196 -3.162
O -0.758 2.336 -4.075
H 0.070 -3.361 -2.644
H 0.459 -2.285 -3.792
O -0.265 -2.805 -3.434
*
```

Summary:
- Frontier orbital gap: 5.83 eV
- LUMO: 0.18059 Ha

Results of the Löwdin charge analysis, in e, for atoms 1 through 2: C -0.1553; N -0.0926

***

No. 4
Density functional theory data (ωB97M-V/def2-TZVPD) for a structure of composition C4H29NO12 in a non-equilibrium geometry.

```
! wB97M-V def2-TZVPD RIJCOSX def2/J DEFGRID3
* xyz -2 1
C -1.125 1.868 -0.284
O -1.560 1.247 -1.461
C -0.327 0.980 0.741
C 0.843 1.816 1.315
C 2.159 1.068 1.465
O 2.902 1.995 2.242
N -1.160 0.553 1.873
H -2.106 2.167 0.268
H -0.410 2.644 -0.607
H 0.190 0.159 0.204
H 0.550 2.052 2.327
H 0.886 2.868 0.972
H 2.184 0.128 2.058
H 2.599 0.845 0.442
H -1.628 1.260 2.374
H -1.949 0.012 1.494
H -3.911 -2.363 0.879
H -5.262 -1.684 0.703
O -4.782 -2.230 1.367
H 4.868 0.679 0.913
H 5.175 0.163 -0.684
O 5.439 0.737 0.069
H -4.165 1.857 -1.163
H -2.864 2.355 -1.913
O -3.801 2.587 -1.598
H -1.039 -3.501 0.202
H -1.884 -2.169 0.060
O -1.700 -2.965 0.691
H 3.389 2.501 1.600
H 4.876 -1.926 0.151
O 4.585 -2.523 1.004
H -1.971 0.109 -1.251
H -1.730 -1.347 -1.949
O -2.126 -1.087 -1.045
H 3.586 -2.497 0.836
H 3.967 -1.738 -1.871
O 3.966 -1.300 -1.024
H 2.490 -1.739 -0.738
H 1.065 -1.828 -0.136
O 1.545 -2.272 -0.877
H 0.762 -0.005 -2.654
H -0.456 1.055 -2.554
O 0.336 0.691 -3.155
H -3.861 -0.580 -1.139
H -4.064 -0.362 0.354
O -4.482 -0.279 -0.500
*
```

Summary:
- Frontier orbital gap: 8.17 eV
- LUMO: 0.18833 Ha

Results of the Löwdin charge analysis, in e, for atoms 1 through 2: C -0.2398; O -0.2899

***

What energy above the lowest of the compared OMol25 structures with the same formula, charge and spin values result from the calculations? In sequence: 0.00 120.92 14.74 44.47 kcal/mol.